# 1
A molecular structure, C5H10O2. Source: the OMol25 dataset; level of theory: ωB97M-V with the def2-TZVPD basis set.

ORCA input file:
```
! wB97M-V def2-TZVPD RIJCOSX def2/J DEFGRID3
* xyz 0 1
C -2.011 -0.473 0.765
C -1.099 0.252 -0.273
O -1.116 1.628 -0.025
C 0.220 -0.471 -0.342
C 1.457 0.347 -0.709
C 2.027 -0.248 0.587
O 0.790 -0.903 0.897
H -2.956 0.049 0.943
H -2.202 -1.498 0.445
H -1.506 -0.564 1.750
H -1.129 0.382 -1.579
H -0.871 1.828 -0.940
H 0.003 -1.320 -1.008
H 1.947 0.068 -1.642
H 1.302 1.429 -0.678
H 2.307 0.466 1.367
H 2.836 -0.973 0.440
*
```

Computed properties:
Highest occupied orbital energy = -9.47 eV
Relative energy (zero: lowest compared OMol25 entry of this formula, charge and spin) = 356.2 kJ/mol
E_LUMO = 0.79 eV

List of natural (NBO) charges in e, atom by atom: -0.652 0.145 -0.713 0.059 -0.467 -0.049 -0.537 0.224 0.219 0.245 0.104 0.469 0.177 0.214 0.213 0.178 0.170

---

# 2
C5H8O in the gas phase. Source: the OMol25 dataset; level of theory: ωB97M-V with the def2-TZVPD basis set.

ORCA input file:
```
! wB97M-V def2-TZVPD RIJCOSX def2/J DEFGRID3
* xyz 0 1
C -1.744 -0.727 0.067
C 1.243 0.124 1.087
C -1.104 0.561 0.056
C 0.480 0.132 -0.198
C 0.983 -0.071 -1.406
O -1.264 1.507 0.898
H -1.578 -1.405 -0.760
H -2.415 -1.036 0.865
H -1.321 0.850 -1.022
H 2.296 -0.089 0.897
H 1.146 1.092 1.578
H 0.847 -0.628 1.774
H 0.390 -0.031 -2.312
H 2.041 -0.280 -1.525
*
```

Computed properties:
Highest occupied orbital energy (spin up / spin down) = -9.42 / -8.55 eV
Relative energy (zero: lowest compared OMol25 entry of this formula, charge and spin) = 472.2 kJ/mol
E_LUMO (spin up / spin down) = -0.65 / -1.66 eV

List of natural (NBO) charges in e, atom by atom: -0.182 -0.661 -0.033 0.111 -0.444 -0.560 0.190 0.194 0.287 0.217 0.249 0.221 0.203 0.210

---

# 3
A molecular structure, C27H35FN4OsP2. Source: the OMol25 dataset; level of theory: ωB97M-V with the def2-TZVPD basis set.

ORCA input file:
```
! wB97M-V def2-TZVPD RIJCOSX def2/J DEFGRID3
* xyz 2 5
Os 0.356 -0.730 -1.808
C -0.721 0.988 -1.089
C -1.419 0.359 -2.142
C -1.340 0.834 -3.584
C -0.018 0.585 -4.329
C 1.187 0.067 -3.604
C 1.745 0.735 -2.471
C 1.364 2.159 -2.037
C 0.061 2.288 -1.244
C 0.954 -1.215 0.053
H -1.012 0.745 -0.052
H -2.285 -0.272 -1.882
H -1.616 1.898 -3.648
H -2.143 0.302 -4.125
H -0.261 -0.126 -5.131
H 0.239 1.516 -4.855
H 1.855 -0.621 -4.154
H 2.803 0.503 -2.276
H 1.369 2.812 -2.919
H 2.184 2.544 -1.403
H 0.304 2.666 -0.235
H -0.544 3.090 -1.683
H 0.350 -0.778 0.860
H 2.003 -0.931 0.234
H 0.871 -2.322 0.126
P 1.375 -0.965 -7.433
P -1.995 -0.400 -7.266
N 2.769 0.071 -7.652
N 2.024 -2.287 -8.493
N -2.208 1.321 -7.493
N -3.569 -0.905 -8.027
C 0.409 -0.204 -8.799
C -1.052 -0.693 -8.835
C 3.676 0.374 -6.634
C 4.702 1.134 -7.176
C 4.433 1.297 -8.566
C 3.241 0.641 -8.837
C 2.246 -3.592 -8.039
C 2.718 -4.353 -9.098
C 2.788 -3.501 -10.244
C 2.382 -2.239 -9.837
C -2.144 2.305 -6.490
C -2.087 3.560 -7.089
C -2.209 3.358 -8.494
C -2.262 1.991 -8.709
C -4.413 -0.314 -8.964
C -5.491 -1.163 -9.204
C -5.262 -2.355 -8.449
C -4.064 -2.194 -7.776
H 0.808 -0.444 -9.796
H 0.482 0.883 -8.681
H -1.530 -0.245 -9.725
H -1.138 -1.784 -8.978
H 3.475 0.051 -5.625
H 5.542 1.528 -6.646
H 5.025 1.819 -9.294
H 2.685 0.584 -9.753
H 2.051 -3.831 -7.007
H 2.978 -5.398 -9.067
H 3.090 -3.766 -11.245
H 2.341 -1.326 -10.415
H -2.210 2.040 -5.463
H -1.953 4.499 -6.574
H -2.278 4.096 -9.266
H -2.345 1.470 -9.634
H -4.196 0.640 -9.414
H -6.346 -0.933 -9.816
H -5.910 -3.209 -8.390
H -3.491 -2.876 -7.165
F -0.730 -2.300 -2.332
*
```

Computed properties:
Highest occupied orbital energy (spin up / spin down) = -12.20 / -12.20 eV
Expectation value of S² = 6.03
Relative energy (zero: lowest compared OMol25 entry of this formula, charge and spin) = 27.2 kJ/mol
E_LUMO (spin up / spin down) = -7.34 / -9.29 eV

List of Löwdin charges in e, atom by atom: 1.656 -0.228 -0.221 -0.174 -0.228 -0.297 -0.272 -0.151 -0.149 -0.218 0.126 0.147 0.120 0.111 0.024 0.130 0.097 0.129 0.130 0.130 0.130 0.132 0.030 0.043 0.046 1.124 1.093 -0.289 -0.191 -0.256 -0.263 -0.393 -0.399 -0.131 -0.059 -0.043 -0.138 0.011 0.031 0.041 -0.001 -0.130 -0.062 -0.053 -0.167 -0.133 -0.068 -0.086 -0.170 0.064 0.095 0.084 0.085 0.082 0.101 0.109 0.092 0.135 0.129 0.132 0.118 0.056 0.101 0.103 0.087 0.086 0.100 0.096 0.089 -0.458